Entry 1:
{"formula": "C18H12O6S", "method": "ωB97M-V/def2-TZVPD", "multiplicity": 1, "smiles": "O=C1Oc2ccccc2[C@@H](O)[C@H]1Sc1c(O)oc2ccccc2c1=O", "relative_energy_kj_mol": 0.0, "species": ["O", "C", "O", "C", "C", "C", "C", "C", "C", "C", "O", "C", "S", "C", "C", "O", "O", "C", "C", "C", "C", "C", "C", "C", "O", "H", "H", "H", "H", "H", "H", "H", "H", "H", "H", "H", "H"], "coordinates": [[3.02, -2.14, 1.74], [2.25, -1.23, 1.86], [2.44, 0.02, 1.34], [1.38, 0.88, 1.30], [1.45, 1.97, 0.43], [0.42, 2.89, 0.36], [-0.64, 2.77, 1.26], [-0.68, 1.74, 2.19], [0.30, 0.74, 2.19], [0.23, -0.43, 3.11], [-1.13, -0.74, 3.34], [0.97, -1.65, 2.57], [-0.10, -2.75, 1.52], [-0.05, -1.93, -0.05], [0.88, -2.25, -1.02], [1.83, -3.22, -0.79], [0.83, -1.72, -2.31], [-0.11, -0.76, -2.61], [-0.11, -0.21, -3.88], [-1.04, 0.76, -4.29], [-2.02, 1.16, -3.34], [-2.10, 0.57, -2.08], [-1.12, -0.37, -1.69], [-1.10, -1.00, -0.39], [-1.95, -0.73, 0.47], [2.28, 1.99, -0.27], [0.51, 3.73, -0.32], [-1.46, 3.49, 1.18], [-1.53, 1.61, 2.87], [0.72, -0.15, 4.05], [-1.59, -0.91, 2.47], [1.28, -2.21, 3.44], [1.97, -3.30, 0.17], [0.61, -0.56, -4.62], [-1.00, 1.18, -5.28], [-2.78, 1.88, -3.59], [-2.84, 0.86, -1.32]], "nbo_charge": [-0.5687, 0.7964, -0.4848, 0.3366, -0.2719, -0.1981, -0.2194, -0.1661, -0.1295, 0.0677, -0.7381, -0.4563, 0.3101, -0.4877, 0.7126, -0.6489, -0.4522, 0.3878, -0.2763, -0.1668, -0.2229, -0.1351, -0.2092, 0.5048, -0.6233, 0.2263, 0.2214, 0.2173, 0.2421, 0.1977, 0.5146, 0.2650, 0.5305, 0.2309, 0.2269, 0.2188, 0.2479]}

Entry 2:
{"formula": "C18H13Br2F3N6PtS", "method": "ωB97M-V/def2-TZVPD", "multiplicity": 1, "total_charge": 2, "species": ["Pt", "N", "C", "S", "N", "N", "C", "C", "C", "C", "C", "C", "N", "H", "H", "H", "H", "H", "H", "H", "Br", "C", "C", "C", "N", "C", "C", "C", "C", "C", "Br", "C", "C", "N", "H", "H", "H", "H", "H", "H", "F", "C", "F", "F"], "coordinates": [[0.01, 0.18, 0.33], [-0.46, 2.47, 3.97], [-0.51, 1.66, 2.92], [0.83, 1.77, 1.78], [-1.53, 0.84, 2.80], [-1.49, 0.07, 1.69], [-2.45, -0.75, 1.45], [-2.38, -1.52, 0.21], [-3.37, -2.40, -0.19], [-3.22, -3.05, -1.41], [-2.11, -2.79, -2.19], [-1.16, -1.89, -1.72], [-1.29, -1.28, -0.55], [0.29, 3.14, 4.08], [-1.22, 2.47, 4.63], [-3.28, -0.81, 2.14], [-4.23, -2.56, 0.44], [-3.98, -3.75, -1.75], [-1.97, -3.26, -3.15], [-0.27, -1.66, -2.30], [4.53, -3.42, 3.73], [3.22, -2.57, 2.73], [1.87, -2.76, 3.03], [0.94, -2.07, 2.29], [1.28, -1.25, 1.29], [2.58, -1.09, 0.97], [3.57, -1.73, 1.68], [2.84, -0.21, -0.20], [4.10, -0.05, -0.73], [4.27, 0.75, -1.86], [5.96, 1.00, -2.58], [3.16, 1.36, -2.42], [1.93, 1.16, -1.84], [1.76, 0.40, -0.75], [1.56, -3.42, 3.83], [-0.12, -2.18, 2.49], [4.62, -1.58, 1.44], [4.95, -0.55, -0.30], [3.24, 1.98, -3.30], [1.04, 1.62, -2.26], [-1.15, 1.15, -2.01], [-1.06, 1.58, -0.72], [-0.47, 2.78, -0.76], [-2.30, 1.74, -0.27]], "nbo_charge": [1.1317, -0.7342, 0.3064, 0.0041, -0.3800, -0.2120, 0.0973, 0.1235, -0.1792, -0.1003, -0.2128, 0.1005, -0.4941, 0.4280, 0.4374, 0.2571, 0.2584, 0.2606, 0.2628, 0.2268, 0.2185, -0.0274, -0.2458, 0.0913, -0.5164, 0.1614, -0.2253, 0.2638, -0.2457, -0.0295, 0.2269, -0.2364, 0.0805, -0.4930, 0.2692, 0.2220, 0.2551, 0.2555, 0.2722, 0.2500, -0.3388, 0.8391, -0.3134, -0.3157]}

no.,HOMO (eV),LUMO level (eV),calculated total energy (eV)
1,-9.1,-0.19,-41980.688
2,-14.9,-7.06,-190124.142